ORCA calculation (wB97M-V/def2-TZVPD) on a cluster of 2 separate species, C8H13NO3S2 in total at a distorted geometry.

Values from the calculation:
SMILES string: CC(C)/C(O)=C(\S)N[C@@H]1CS1.O=C=O
Energy relative to the best compared isomer or geometry (same formula, charge and spin): 25.3 kcal per mole
M: 235.33 g/mol
Calculated total energy: -1389.4068 Eh
LUMO level: 0.4607 eV
Kohn-Sham gap: 8.054 eV

Positions of all 27 atoms, in Å:
1 H -0.5788 0.8521 -5.2019
2 H -0.6241 -2.4397 -0.6878
3 O 0.4452 -2.5654 3.1389
4 H 1.3177 1.7002 2.4409
5 C 0.3635 -0.2208 -0.7441
6 H -2.1885 0.9126 1.0562
7 H 0.5406 2.5567 0.3739
8 S 0.5405 -2.0259 -0.2800
9 O 0.0945 1.9756 -0.2721
10 C 0.1386 0.6894 0.2325
11 O 0.9042 -4.6232 2.2507
12 H -2.0757 -0.8040 1.8453
13 H -2.1675 0.7300 2.7893
14 H -0.0101 -0.6144 1.5795
15 C 0.3490 1.2853 2.6738
16 C -1.7294 0.2457 1.8493
17 S 1.5615 1.5388 -4.1855
18 H -0.5579 1.4351 -2.7339
19 H 1.3992 -0.7855 -2.4177
20 N 0.7652 -0.0582 -2.0908
21 C 0.6220 -3.6286 2.7397
22 H 0.4226 0.6839 3.5516
23 C -0.1889 0.3991 1.6376
24 H 0.5793 -0.6180 -4.8481
25 C 0.1948 0.8419 -3.0617
26 H -0.2904 2.1827 2.8142
27 C 0.1731 0.3545 -4.4498

Force components x, y, z for each atom (eV/Å):
H 1.22 -1.25 1.73
H -1.04 -0.29 -0.47
O -0.62 0.87 0.94
H 0.68 -0.14 -0.03
C 0.84 -1.76 0.51
H -0.09 -1.25 0.59
H -0.39 -0.16 -0.43
S 0.90 1.46 0.18
O 0.37 0.82 0.93
C 0.09 0.23 -2.58
O 0.00 -1.79 -0.38
H 0.12 0.63 -0.42
H 1.07 -0.77 -0.85
H 1.87 -2.09 1.43
C 0.58 1.26 0.18
C -1.64 2.21 -0.06
S -0.76 0.34 0.46
H -1.88 1.90 1.03
H -0.46 0.50 -0.05
N -1.13 0.60 0.61
C 0.62 0.95 -0.48
H 0.04 0.11 1.04
C -2.90 -0.01 -1.22
H -0.85 0.82 1.11
C 3.80 -3.35 -0.92
H 0.09 -0.69 0.16
C -0.51 0.85 -2.99

---

ORCA calculation (wB97M-V/def2-TZVPD) on a cluster of 2 separate species, C8H13NOS in total at a distorted geometry.

Values from the calculation:
Energy relative to the best compared isomer or geometry (same formula, charge and spin): 144.7 kcal per mole
M: 171.26 g/mol
Calculated total energy: -840.5620 Eh
LUMO level (spin up / spin down): -0.5779 / -0.5622 eV
Kohn-Sham gap (spin up / spin down): 7.111 / 7.133 eV

Positions of all 24 atoms, in Å:
1 H 1.1505 -2.7240 -0.1939
2 H -1.2666 -0.6810 -3.0578
3 H -0.3418 0.5784 -4.1416
4 H -1.2906 0.5552 2.4261
5 O 0.1039 0.4222 -2.1154
6 H 0.9576 1.8025 1.3625
7 C 1.5381 -1.7797 -0.4905
8 C -0.7154 0.2082 -3.1253
9 H 2.5143 -1.7823 -0.0251
10 H -1.3573 -1.1447 1.9820
11 C -2.8939 1.4543 -1.1342
12 H 2.5043 1.1924 1.5322
13 N -2.8215 1.3406 -2.3072
14 H -1.8206 1.0722 -2.7345
15 C 0.8030 -0.2670 1.5684
16 C 1.4709 1.0510 1.8381
17 C 0.2222 0.0833 -0.9179
18 C 0.8037 -0.5561 0.0625
19 H 1.6148 -1.5349 -1.5134
20 S -2.9133 1.5540 0.4660
21 H 1.2616 1.2796 2.9403
22 H -0.3061 -0.6802 3.2863
23 C -0.6587 -0.3903 2.3579
24 H 1.4408 -1.0538 1.9347

Force components x, y, z for each atom (eV/Å):
H -0.99 -0.71 -0.26
H -0.58 -1.25 -0.05
H -0.22 -0.64 1.93
H 1.38 -0.98 -0.22
O 2.95 0.01 2.72
H -1.45 1.85 -1.36
C 0.76 1.54 1.54
C -0.44 1.12 -3.01
H 0.64 0.18 -0.14
H 0.54 -0.05 -0.26
C 0.19 -0.03 1.16
H 0.21 -0.55 0.32
N -1.06 0.74 0.06
H 0.18 -0.46 -0.92
C -2.07 -0.43 -0.90
C -0.18 -0.27 2.88
C -0.73 0.69 -1.15
C -0.90 -0.27 0.03
H 0.38 -0.96 -1.40
S -0.41 0.18 -0.09
H 1.00 -0.22 -1.25
H 0.13 -0.48 2.24
C 0.66 1.44 -2.43
H 0.00 -0.44 0.55

---

ORCA calculation (wB97M-V/def2-TZVPD) on a cluster of 2 separate species, C8H13NOS in total at a distorted geometry.

Values from the calculation:
Spin multiplicity: 3
Energy relative to the best compared isomer or geometry (same formula, charge and spin): 0.0 kcal per mole
M: 171.26 g/mol
Calculated total energy: -840.5672 Eh
LUMO level (spin up / spin down): 0.5389 / -2.4982 eV
Kohn-Sham gap (spin up / spin down): 5.256 / 6.016 eV

Positions of all 24 atoms, in Å:
1 C -0.0308 -1.7876 1.4576
2 H -0.6055 -1.4551 -3.1933
3 H 0.7610 2.6403 0.5982
4 H -1.6918 -0.7366 2.5793
5 H 0.0444 0.0164 -2.9778
6 H -0.6725 1.4701 2.0570
7 C 1.2653 -1.6722 0.9483
8 C 1.0026 0.6838 1.1020
9 H -3.1946 0.9832 -2.5383
10 C -0.2357 0.5521 1.7142
11 C 1.8054 -0.4097 0.8169
12 H 0.3892 -1.3459 -1.7140
13 C -0.7506 -0.7191 1.9878
14 N -2.1483 0.9958 -2.3715
15 H 2.3998 2.1428 0.4149
16 C 1.6007 2.0861 1.0707
17 H -0.5439 -2.7895 1.7796
18 H 1.9804 -2.5511 0.7537
19 S -1.6599 -0.1348 -1.2418
20 H 2.0222 2.5395 1.9305
21 O -2.5788 -1.2813 -1.1335
22 C -0.2919 -0.8007 -2.4026
23 H -1.6692 1.8129 -2.1674
24 H 2.8024 -0.2396 0.5295

Force components x, y, z for each atom (eV/Å):
C -6.10 -2.94 3.40
H -1.11 -0.74 0.11
H 0.60 0.62 0.65
H 0.80 -0.67 -0.72
H 1.19 1.27 0.10
H -0.57 0.07 0.25
C 5.55 -0.57 -1.88
C 5.42 1.77 -1.34
H 1.91 0.55 0.42
C -4.16 -1.12 2.34
C -1.49 -0.76 0.12
H 0.08 0.67 -0.75
C 0.33 1.83 -0.22
N -3.33 -2.05 -1.22
H 1.59 -0.20 -1.70
C -2.59 -1.23 -1.25
H 1.52 1.58 -1.14
H -1.58 1.24 0.44
S 2.28 -2.03 -1.18
H -0.45 0.35 1.58
O -0.68 0.66 -0.02
C -0.55 -0.58 2.13
H 0.23 2.30 0.30
H 1.11 -0.01 -0.45

---

ORCA calculation (wB97M-V/def2-TZVPD) on a structure of composition C8H13NPRu at a distorted geometry.

Values from the calculation:
Spin multiplicity: 6
Energy relative to the best compared isomer or geometry (same formula, charge and spin): 0.0 kcal per mole
M: 255.24 g/mol
Calculated total energy: -803.3248 Eh
LUMO level (spin up / spin down): 0.9703 / -1.4389 eV
Kohn-Sham gap (spin up / spin down): 3.653 / 7.447 eV

Positions of all 24 atoms, in Å:
1 H -1.3782 0.5927 -2.5772
2 H -2.5972 -0.0532 1.5907
3 H 1.9913 1.4363 -2.0528
4 C -1.5438 0.1119 -1.6105
5 C 1.9008 -0.4967 2.5702
6 C -2.1228 0.7605 -0.4423
7 C -2.2132 -0.2076 0.5814
8 C 2.5045 -0.5856 4.9839
9 C -1.6908 -1.4590 0.0505
10 P 1.5382 1.4305 -0.6941
11 H 3.3655 -0.7773 5.6607
12 N 1.1579 -0.3701 1.6909
13 C 2.9788 -0.7059 3.5473
14 H 3.3909 -1.7264 3.3890
15 H 2.8331 1.4317 -0.0950
16 H 1.3287 2.8459 -0.6280
17 H 3.7888 0.0281 3.3507
18 H 2.1153 0.4346 5.1785
19 H -2.4233 1.8071 -0.3763
20 H -1.6587 -2.4060 0.5937
21 H -1.0163 -2.0459 -2.0246
22 H 1.7165 -1.3395 5.1928
23 C -1.3679 -1.2810 -1.3323
24 Ru 0.0000 0.0000 0.0000

Force components x, y, z for each atom (eV/Å):
H -0.09 -0.17 0.44
H 0.26 -0.08 -0.38
H -0.22 -0.04 0.44
C -1.89 0.54 -0.60
C 1.12 0.63 2.36
C -0.28 -0.22 -1.51
C -0.37 -1.65 -0.14
C -0.11 0.03 0.78
C -2.01 -0.34 0.55
P 3.32 2.38 -1.28
H -0.51 0.11 -0.30
N -0.29 -0.43 -0.35
C 0.24 -0.36 -0.88
H 0.04 0.23 -0.02
H -0.39 0.08 -0.20
H 0.01 0.23 -0.06
H -0.45 -0.38 -0.08
H 0.13 -0.66 -0.03
H 0.22 -0.39 -0.04
H 0.00 0.47 -0.21
H 0.05 0.36 0.34
H 0.44 0.57 -0.05
C -0.41 0.60 0.50
Ru 1.18 -1.49 0.72

---

ORCA calculation (wB97M-V/def2-TZVPD) on the ion C8H14 with charge -1 at a distorted geometry.

Values from the calculation:
Spin multiplicity: 2
Total charge: -1
Energy relative to the best compared isomer or geometry (same formula, charge and spin): 8.6 kcal per mole
M: 110.20 g/mol
Calculated total energy: -313.1283 Eh
LUMO level (spin up / spin down): 4.0481 / 3.9771 eV
Kohn-Sham gap (spin up / spin down): 3.551 / 6.693 eV

Positions of all 22 atoms, in Å:
1 C 1.2413 -1.1074 -0.9055
2 H -0.8716 2.2385 2.3429
3 H 0.5221 0.7256 1.1074
4 H 3.9054 -2.0751 -1.7085
5 H 2.0499 -0.4058 -2.7781
6 C -1.7328 1.8671 1.7835
7 H -2.2849 0.6791 3.5365
8 C -1.3378 1.5807 0.3240
9 H -1.0876 2.5357 -0.1670
10 H -3.3818 0.5079 2.1234
11 H -1.7544 -0.2471 2.1901
12 H 1.3666 -1.8619 -0.1260
13 C -2.3473 0.6359 2.4436
14 C 1.9611 -1.2270 -2.0790
15 C 0.1038 -0.2227 -0.7705
16 H 3.2868 -2.3738 -3.3222
17 H -0.4046 -0.0791 -1.7347
18 C 2.9896 -2.3267 -2.2719
19 H 2.6733 -3.3327 -1.9820
20 C -0.1749 0.6219 0.2774
21 H -2.2434 1.2003 -0.1630
22 H -2.4788 2.6666 1.8797

Force components x, y, z for each atom (eV/Å):
C -1.07 0.10 -0.25
H 0.20 -0.22 0.00
H 0.04 -0.14 -0.05
H 0.09 -0.32 0.02
H -0.25 0.12 -0.05
C -0.43 0.16 0.05
H -0.36 0.22 -0.01
C 0.07 0.07 0.56
H -0.10 0.06 -0.04
H -0.01 -0.15 0.06
H -0.19 -0.02 -0.28
H 0.36 0.18 0.19
C 0.71 -0.21 0.39
C 0.34 -0.85 0.20
C 1.10 0.10 -0.49
H 0.05 -0.11 -0.07
H -0.23 0.22 0.17
C 0.10 0.72 -0.08
H -0.13 0.07 0.12
C -0.48 -0.05 0.12
H 0.15 -0.12 -0.24
H 0.06 0.15 -0.32

---

ORCA calculation (wB97M-V/def2-TZVPD) on the molecule C8H14 at a distorted geometry.

Values from the calculation:
SMILES string: C=CCC(=C)CCC
Energy relative to the best compared isomer or geometry (same formula, charge and spin): 58.7 kcal per mole
M: 110.20 g/mol
Calculated total energy: -313.1239 Eh
LUMO level: 1.0639 eV
Kohn-Sham gap: 10.046 eV

Positions of all 22 atoms, in Å:
1 H 1.1009 0.2510 2.6488
2 H -2.5275 1.9164 -0.7319
3 H 2.5540 -0.7552 2.5915
4 H 0.8098 1.6994 0.4140
5 C -1.4303 0.2192 0.2851
6 H 0.8979 -1.5030 -1.5677
7 H -1.2584 1.0630 1.0176
8 C 1.6876 -0.3763 2.0499
9 C 2.2100 0.1654 0.7153
10 H -2.2225 -0.8072 -2.1228
11 C -2.3312 0.7774 -0.7548
12 C 1.0095 0.7765 -0.0951
13 H 2.9596 0.9672 0.9665
14 H 2.6586 -0.7717 0.2105
15 C -2.6820 0.1356 -1.9054
16 H -0.7637 -1.9195 -1.2480
17 H 1.3961 0.9903 -1.0932
18 H 0.9720 -1.1914 1.7897
19 C -0.0528 -0.1916 -0.3231
20 H -1.6833 -0.7320 0.8068
21 C 0.0315 -1.3121 -1.0498
22 H -3.3359 0.5985 -2.6039

Force components x, y, z for each atom (eV/Å):
H -0.48 1.54 0.86
H -0.19 -2.05 0.42
H -0.34 -0.21 0.35
H -0.89 0.36 0.06
C 1.87 -0.09 0.96
H 2.07 -0.63 -1.05
H -0.15 -1.32 -0.36
C 0.31 -1.92 -1.40
C -0.18 -0.37 0.33
H -0.41 -0.52 -0.15
C -0.95 0.96 -2.57
C 3.47 -0.71 -0.73
H -0.42 -0.88 -0.78
H -0.38 1.87 0.39
C 0.82 1.14 2.40
H -2.01 -1.56 -0.14
H 0.19 0.56 -0.01
H 0.74 0.09 0.41
C -2.64 -0.26 0.28
H -0.89 0.96 -0.23
C 0.64 2.77 1.57
H -0.21 0.28 -0.60

---

ORCA calculation (wB97M-V/def2-TZVPD) on the molecule C8H14 at a distorted geometry.

Values from the calculation:
SMILES string: C=C/C=C/CCCC
Energy relative to the best compared isomer or geometry (same formula, charge and spin): 49.0 kcal per mole
M: 110.20 g/mol
Calculated total energy: -313.1393 Eh
LUMO level: 0.9770 eV
Kohn-Sham gap: 9.429 eV

Positions of all 22 atoms, in Å:
1 H 1.3270 0.5355 -2.2149
2 C -1.4965 0.9399 2.1962
3 C -1.3216 -0.5674 2.3996
4 H 1.9341 -1.3803 -3.6539
5 C 2.2105 -1.9027 -2.7393
6 C 1.7456 -1.4459 -1.5569
7 H -2.3587 1.2032 2.7984
8 H -0.5865 1.4329 2.5872
9 C -0.2546 1.4951 -0.0694
10 C 0.4114 0.1608 -0.3081
11 H -2.1872 2.3224 0.6781
12 C 1.0504 -0.1822 -1.4423
13 H -2.1704 0.6186 0.1609
14 H 0.0631 -0.7022 0.2358
15 H 1.4981 -2.1595 -0.7619
16 H 2.5648 -2.9065 -2.9127
17 H -2.0069 -1.0965 1.7238
18 C -1.6305 1.3886 0.7340
19 H -0.2914 -0.9141 2.4547
20 H -1.7143 -0.8404 3.3913
21 H 0.3624 2.1613 0.5308
22 H -0.6424 1.8324 -1.0366

Force components x, y, z for each atom (eV/Å):
H -0.32 0.20 0.12
C 1.07 -0.15 -0.24
C -0.89 -0.16 0.99
H 0.72 0.45 0.15
C -1.00 0.14 0.38
C -1.33 -1.68 -1.42
H -0.12 0.54 -0.09
H -0.57 0.08 0.24
C -2.05 -0.67 0.88
C -0.93 -0.10 -1.52
H 0.16 0.11 -0.15
C 1.12 1.07 0.96
H -0.39 0.28 0.27
H 0.43 0.00 0.93
H 1.01 0.24 0.14
H 0.18 -0.12 0.35
H 0.71 -0.23 -0.19
C 0.91 -1.18 -0.44
H -0.06 -0.13 -0.74
H 0.08 0.19 -0.07
H 0.32 0.38 -0.62
H 0.96 0.74 0.06

---

ORCA calculation (wB97M-V/def2-TZVPD) on the molecule C8H14 at a distorted geometry.

Values from the calculation:
SMILES string: CC(C)(C)C1(C)C=C1
Energy relative to the best compared isomer or geometry (same formula, charge and spin): 79.3 kcal per mole
M: 110.20 g/mol
Calculated total energy: -313.0910 Eh
LUMO level: 0.9571 eV
Kohn-Sham gap: 10.065 eV

Positions of all 22 atoms, in Å:
1 C 0.8413 -2.0037 -0.6007
2 H -0.8108 -2.9572 0.6653
3 H -1.1745 -1.6542 -2.3016
4 H 2.3072 -0.3222 0.9744
5 C -0.2183 -2.2941 0.1534
6 H 1.1684 2.2381 0.0987
7 H 1.3084 1.0390 1.8960
8 H 1.7242 -2.4033 -1.0460
9 H 0.2671 1.9791 -1.2700
10 C 0.8178 1.4738 -0.5831
11 C 1.2911 0.0088 1.3633
12 H -1.9499 0.9706 0.4353
13 H 0.9884 -0.7293 2.1297
14 C -1.1462 -0.7506 -1.7356
15 H -0.9311 1.6146 1.6455
16 C -1.1114 0.8113 0.9777
17 H -1.3965 0.0526 1.6703
18 H -2.2440 -0.6241 -1.3965
19 C 0.1615 0.3206 0.2753
20 H 1.6487 1.1007 -1.2424
21 H -0.9534 0.0900 -2.4097
22 C -0.1334 -0.9469 -0.5793

Force components x, y, z for each atom (eV/Å):
C -1.30 -2.20 1.23
H -1.04 -1.30 1.14
H 0.13 -0.64 -0.64
H -1.35 0.74 0.22
C 3.25 2.51 -2.94
H 0.45 0.08 0.14
H 0.73 -1.78 -0.56
H 0.40 -0.03 -0.18
H -2.58 1.22 -1.85
C 1.83 -2.25 1.18
C -0.80 1.55 0.47
H -2.28 0.79 -2.30
H -0.05 0.24 -0.49
C -1.25 0.55 0.87
H 0.35 1.30 0.28
C 2.78 -1.44 1.65
H -0.29 -1.05 0.60
H 1.74 -0.03 -0.08
C 1.33 0.14 -0.68
H -0.28 0.08 1.06
H 0.24 -0.08 0.16
C -1.98 1.59 0.71

---

ORCA calculation (wB97M-V/def2-TZVPD) on the molecule C8H14 at a distorted geometry.

Values from the calculation:
Energy relative to the best compared isomer or geometry (same formula, charge and spin): 161.7 kcal per mole
M: 110.20 g/mol
Calculated total energy: -312.9597 Eh
LUMO level: -1.7891 eV
Kohn-Sham gap: 4.350 eV

Positions of all 22 atoms, in Å:
1 H -4.2015 -0.4505 -1.5827
2 H -1.1473 -0.7793 1.0472
3 H -2.9202 0.7064 -1.5837
4 H -3.4354 -0.9303 0.9166
5 H 1.3295 1.6299 -0.1668
6 H 3.3593 -1.4035 -0.3784
7 H 1.7358 -0.4744 -1.6551
8 C 3.1833 0.2315 1.2257
9 C -2.9351 -0.2765 0.2117
10 C 2.7208 -0.8369 0.2812
11 H -4.4079 1.0760 -0.6383
12 H 3.4824 -0.0729 2.2474
13 C -0.6771 0.7904 -0.2903
14 C 1.4653 -0.5232 -0.5991
15 C 0.7554 0.7062 -0.0166
16 H 4.0151 0.8700 0.8728
17 H 2.1910 -1.1121 1.2140
18 H 0.9418 0.4834 1.0594
19 H 0.7717 -1.3856 -0.5233
20 C -3.6905 0.2924 -0.9518
21 H -0.9478 1.5296 -1.0410
22 C -1.5885 -0.0704 0.3511

Force components x, y, z for each atom (eV/Å):
H -0.04 0.03 0.55
H 0.28 0.40 0.40
H -0.12 0.56 -0.43
H 0.07 -0.07 -0.09
H -0.18 -0.18 -0.49
H 0.61 -0.50 0.49
H -0.18 0.51 -0.12
C 2.84 0.92 -1.31
C 0.57 0.36 -0.84
C -2.51 1.83 2.70
H 0.23 -0.39 -0.29
H -0.87 0.02 -0.43
C 1.59 0.08 -0.64
C -0.10 -0.71 -0.50
C -0.84 0.17 0.31
H -0.55 0.37 -0.01
H 0.00 -3.08 -0.99
H 0.11 0.22 0.56
H 0.37 0.31 -0.06
C -0.01 0.29 0.35
H -0.47 0.01 0.33
C -0.81 -1.15 0.52